{
  "formula": "C24H44NO10",
  "method": "the ωB97M-V functional and the def2-TZVPD basis",
  "homo_energy_ev": [-8.5, -8.9],
  "spin_multiplicity": 2,
  "energy_ev": -47557.1199,
  "max_force_ev_per_a": 3.489,
  "s2": 0.755,
  "de_lowest_ev": 7.206,
  "species": ["O", "O", "O", "O", "O", "O", "O", "O", "O", "O", "N", "C", "C", "C", "C", "C", "C", "C", "C", "C", "C", "C", "C", "C", "C", "C", "C", "C", "C", "C", "C", "C", "C", "C", "C", "H", "H", "H", "H", "H", "H", "H", "H", "H", "H", "H", "H", "H", "H", "H", "H", "H", "H", "H", "H", "H", "H", "H", "H", "H", "H", "H", "H", "H", "H", "H", "H", "H", "H", "H", "H", "H", "H", "H", "H", "H", "H", "H", "H"],
  "xyz": [[1.29951, 0.35996, 6.48633], [-4.38137, 2.36647, 2.29447], [1.22221, 3.61305, -6.67538], [-0.73797, 3.05061, -5.63135], [-2.80888, 0.86154, -3.11309], [2.27844, -1.13450, -0.49205], [0.15409, 1.56040, 4.90590], [-2.81785, -0.22975, -0.12290], [1.15149, 1.78210, -5.36374], [2.42428, 1.76798, 5.13350], [1.41001, -1.62266, 0.40034], [2.07561, 0.47364, 1.73110], [2.68221, 0.07356, 6.62349], [-0.76446, -0.08225, -1.75880], [2.55423, 3.16377, -6.49131], [-3.78767, 1.08454, 1.87764], [0.43810, 2.83316, -5.87052], [-2.70783, 0.09184, -4.36399], [0.40569, -1.25061, 2.83162], [-1.47356, 1.14811, -2.56730], [-4.92168, -0.14479, 1.90172], [3.31442, 1.34887, 6.15429], [0.47395, -3.94945, 0.74545], [3.02339, -0.29172, 8.05384], [2.35569, 1.72751, -6.11182], [1.19837, 1.25487, 5.45706], [-1.16828, -2.07042, -0.09180], [3.48514, 1.14862, -5.28419], [-3.30532, -1.41847, -4.02858], [-3.23181, 1.10092, 0.29970], [0.38617, -2.55780, -0.18184], [0.85819, -0.60957, 1.35444], [0.84738, -3.06880, -1.70670], [-1.37881, -0.41754, -0.27504], [-0.41497, 0.27394, 0.83951], [-3.80887, -1.36488, -2.95899], [0.74270, -0.54830, 3.73109], [-4.20667, 1.36735, -0.33820], [-4.29833, -1.15527, 1.96166], [-1.62829, -2.30497, 0.97898], [-2.36616, -2.13687, -3.93088], [2.36807, -1.09296, 8.41175], [0.80411, -2.33807, 2.99843], [-5.55896, -0.10189, 2.88518], [0.08872, -3.90148, -2.04849], [-1.61400, -0.07147, -4.75220], [-2.48012, 1.97253, 0.08877], [-0.72823, 1.44373, -3.45131], [-0.35892, -3.97982, 1.57467], [0.03917, 1.25731, 0.33719], [-4.00475, -1.84079, -4.86625], [4.32066, 1.19651, 5.75429], [2.87455, 0.55858, 8.72833], [4.06308, -0.62248, 8.13735], [-2.96978, 0.76398, 2.64915], [-0.94833, -1.06087, -2.41765], [0.46524, -4.92722, 0.07336], [0.40461, 0.16035, -1.75227], [-0.78693, -1.24072, 2.87503], [1.90063, -3.56380, -1.57469], [3.01464, 3.76668, -5.70032], [2.17370, 1.09665, -6.99052], [3.18943, 0.18708, -4.85116], [-4.60866, 2.22583, 3.28098], [-1.85351, -2.64820, -0.86371], [3.34915, 2.12964, 6.92262], [4.38215, 1.00043, -5.89308], [-3.30119, 0.64519, -5.22781], [-0.96015, 0.65885, 1.81770], [3.13401, 3.27886, -7.41127], [3.74018, 1.80438, -4.44453], [3.00384, -0.18730, 2.00040], [0.93796, -2.18704, -2.47395], [1.75608, 1.10875, 2.66169], [1.51179, -3.90270, 1.33275], [2.24035, 1.16673, 0.80069], [-5.54813, -0.20844, 0.91544], [2.91643, -0.76526, 5.95659], [-1.52939, 2.12425, -1.88679]],
  "lowdin_spin": [0.00, 0.00, 0.00, 0.00, 0.00, 0.55, 0.00, 0.00, 0.00, 0.00, 0.35, 0.00, 0.00, 0.00, 0.00, 0.00, 0.00, 0.00, 0.00, 0.00, 0.00, 0.00, 0.01, 0.00, 0.00, 0.00, 0.01, 0.00, 0.00, 0.00, 0.02, 0.02, 0.00, 0.00, 0.02, 0.00, 0.00, 0.00, 0.00, 0.00, 0.00, 0.00, 0.00, 0.00, 0.00, 0.00, 0.00, 0.00, 0.00, 0.00, 0.00, 0.00, 0.00, 0.00, 0.00, 0.00, 0.00, 0.00, 0.00, 0.00, 0.00, 0.00, 0.00, 0.00, 0.00, 0.00, 0.00, 0.00, 0.00, 0.00, 0.00, 0.00, 0.00, 0.00, 0.00, 0.00, 0.00, 0.00, 0.00]
}